Record 1
Entry from OMol25: C23H27N4O5Sr as an isolated structure (the ωB97M-V functional and the def2-TZVPD basis).

Each line ends with the Löwdin charge.
Atoms and positions in Å:
Sr 1.701 0.903 0.000  1.772
C 0.024 3.988 4.544  -0.014
N 1.067 3.253 3.847  -0.126
C 2.208 2.873 4.675  -0.003
C 0.929 2.723 2.635  -0.393
O 1.786 1.978 2.134  -0.128
C -0.322 3.057 1.825  -0.081
O -0.116 2.625 0.499  -0.235
C -0.571 3.469 -0.536  -0.082
C 0.506 3.514 -1.619  -0.393
O 1.423 2.677 -1.581  -0.128
N 0.443 4.453 -2.556  -0.127
C 1.444 4.489 -3.618  -0.003
C -0.672 5.366 -2.751  -0.013
H 0.492 4.748 5.167  0.100
H -0.554 3.319 5.186  0.110
H -0.652 4.488 3.856  0.086
H 2.609 3.760 5.163  0.099
H 2.974 2.422 4.053  0.089
H 1.895 2.160 5.439  0.108
H -0.528 4.130 1.849  0.129
H -1.181 2.530 2.262  0.162
H -0.781 4.469 -0.147  0.131
H -1.496 3.063 -0.966  0.161
H 2.313 3.914 -3.318  0.090
H 1.734 5.523 -3.801  0.100
H 1.029 4.070 -4.536  0.107
H -1.402 5.301 -1.951  0.085
H -1.174 5.132 -3.691  0.108
H -0.297 6.388 -2.801  0.104
O -2.444 0.161 0.407  0.050
C -1.608 -0.677 0.125  -0.553
N -1.823 -2.002 -0.107  0.144
C -0.610 -2.729 -0.424  -0.252
C 0.382 -1.552 -0.323  -0.471
O 1.616 -1.603 -0.496  -0.107
N -0.249 -0.426 -0.021  -0.017
C -0.302 -3.829 0.598  -0.124
C 0.989 -4.335 0.735  -0.025
C 1.246 -5.366 1.623  -0.068
C 0.222 -5.912 2.381  -0.084
C -1.062 -5.413 2.251  -0.074
C -1.322 -4.376 1.367  -0.024
C -0.634 -3.325 -1.836  -0.124
C 0.549 -3.673 -2.484  -0.025
C 0.513 -4.258 -3.738  -0.068
C -0.700 -4.510 -4.363  -0.084
C -1.878 -4.165 -3.725  -0.074
C -1.846 -3.573 -2.470  -0.023
H -2.750 -2.382 -0.052  0.142
H 1.798 -3.914 0.159  0.101
H 2.254 -5.746 1.720  0.106
H 0.424 -6.721 3.070  0.105
H -1.870 -5.830 2.837  0.106
H -2.332 -3.999 1.292  0.106
H 1.500 -3.475 -2.015  0.101
H 1.440 -4.521 -4.230  0.106
H -0.724 -4.972 -5.340  0.105
H -2.830 -4.356 -4.201  0.106
H -2.780 -3.303 -1.999  0.106

Summary:
DFT total energy	-1518.56698	Eh
LUMO energy	-0.0909	Ha
largest force on an atom	0.9	eV Å⁻¹
charge	+1
frontier orbital gap	8.23	eV
E_HOMO	-10.7	eV

Record 2
Entry from OMol25: a 2-piece molecular cluster, C37H41N4O3 overall at a distorted geometry (the ωB97M-V functional and the def2-TZVPD basis).

Each line ends with the Löwdin charge.
Atoms and positions in Å:
C -4.068 -0.582 3.459  0.015
N -3.181 -0.421 2.323  0.000
C -2.963 -1.476 1.467  -0.414
O -3.437 -2.589 1.543  0.102
C -2.064 -0.966 0.355  -0.126
C -2.768 -1.135 -0.991  -0.075
C -4.069 -0.394 -1.035  -0.230
C -5.234 -0.977 -0.559  -0.027
C -6.421 -0.272 -0.558  -0.062
C -6.458 1.028 -1.016  -0.080
C -5.299 1.619 -1.475  -0.083
C -4.112 0.917 -1.477  -0.061
N -1.756 0.461 0.671  0.092
C -1.025 1.283 -0.133  0.018
C -0.791 2.613 0.132  -0.061
C -0.143 3.474 -0.729  0.049
C 0.081 4.848 -0.441  -0.210
C 0.654 5.694 -1.410  -0.020
C 0.867 7.027 -1.144  -0.050
C 0.521 7.557 0.089  -0.038
C -0.048 6.746 1.056  -0.052
C -0.267 5.414 0.802  -0.004
C -2.491 0.837 1.926  -0.315
C -3.521 1.971 1.709  -0.090
C -3.606 2.738 3.046  -0.150
C -2.378 2.317 3.901  -0.154
C -1.560 1.304 3.069  -0.084
H -4.425 -1.611 3.481  0.104
H -3.537 -0.369 4.385  0.094
H -4.922 0.089 3.374  0.095
H -1.113 -1.513 0.379  0.176
H -2.123 -0.802 -1.812  0.122
H -2.954 -2.200 -1.163  0.141
H -5.197 -1.977 -0.159  0.116
H -7.320 -0.736 -0.191  0.110
H -7.383 1.585 -1.003  0.109
H -5.317 2.636 -1.826  0.107
H -3.201 1.391 -1.802  0.104
H -0.634 0.865 -1.042  0.150
H -1.162 3.012 1.056  0.082
H 0.184 3.090 -1.679  0.122
H 0.905 5.291 -2.376  0.117
H 1.296 7.666 -1.899  0.116
H 0.687 8.602 0.296  0.118
H -0.326 7.161 2.011  0.115
H -0.709 4.803 1.568  0.104
H -3.223 2.622 0.883  0.106
H -4.485 1.543 1.419  0.116
H -3.628 3.822 2.881  0.109
H -4.540 2.490 3.567  0.107
H -1.767 3.183 4.182  0.108
H -2.709 1.858 4.841  0.106
H -1.254 0.438 3.663  0.127
H -0.640 1.741 2.671  0.109
O 3.531 -1.638 -0.136  0.105
C 4.729 -1.580 0.050  -0.359
C 5.707 -2.662 -0.130  -0.084
C 6.974 -2.168 0.165  -0.079
C 8.082 -2.991 0.087  0.010
C 7.909 -4.307 -0.298  -0.054
C 6.645 -4.795 -0.602  -0.056
C 5.535 -3.978 -0.517  0.006
C 6.844 -0.746 0.522  -0.347
O 7.736 0.031 0.789  0.129
N 5.473 -0.470 0.465  0.048
C 4.898 0.847 0.686  -0.091
C 4.995 1.705 -0.570  -0.305
C 4.455 3.147 -0.411  -0.130
C 3.824 3.483 -1.772  -0.168
C 3.391 2.129 -2.347  -0.204
N 4.205 1.092 -1.676  -0.011
H 9.055 -2.600 0.324  0.123
H 8.763 -4.962 -0.367  0.111
H 6.530 -5.823 -0.910  0.110
H 4.549 -4.341 -0.743  0.120
H 3.849 0.707 0.962  0.129
H 5.413 1.312 1.532  0.136
H 6.054 1.748 -0.878  0.147
H 3.696 3.171 0.378  0.107
H 5.242 3.854 -0.123  0.119
H 2.984 4.180 -1.678  0.077
H 4.562 3.961 -2.426  0.113
H 2.341 1.929 -2.110  0.080
H 3.498 2.081 -3.437  0.114
H 4.800 0.552 -2.312  0.121

Summary:
DFT total energy	-1879.09196	Eh
LUMO energy	-0.1755	Ha
largest force on an atom	3.7	eV Å⁻¹
charge	+1
frontier orbital gap	5.93	eV
E_HOMO	-10.7	eV

Among the records above, which one has the lowest largest force on an atom?
C23H27N4O5Sr

Which of these has the highest frontier orbital gap?
C23H27N4O5Sr

DFT total energy of number 2 (C37H41N4O3)?
-1879.09196 Eh

Which value of LUMO energy does entry 2 give?
-0.1755 Ha